{
  "formula": "C2H12N2O3",
  "method": "ωB97M-V with the def2-TZVPD basis set",
  "lumo_energy_ev": [3.5, 3.4],
  "charge": -1,
  "relative_energy_ev": 0.8879,
  "e_homo_ev": [0.98, -6.17],
  "multiplicity": 2,
  "orbital_gap_ev": [2.542, 9.613],
  "elements": ["C", "N", "C", "N", "H", "H", "H", "H", "H", "H", "H", "H", "O", "H", "H", "O", "H", "H", "O"],
  "coordinates": [[-0.59796, -0.97556, -1.89432], [-0.22292, 0.26953, -1.24271], [-0.95526, 1.38886, -1.44680], [-0.93280, 2.32986, -0.58666], [-0.91837, -0.83381, -2.91835], [0.19797, -1.71415, -2.08404], [-1.39416, -1.46950, -1.34627], [0.16980, 0.16564, -0.31748], [-1.44230, 1.43270, -2.44906], [-1.14145, 3.29669, -0.77207], [4.38965, -2.74954, 0.84067], [4.07122, -1.24065, 0.71517], [4.65027, -1.87490, 1.14659], [-3.31276, -2.52101, 1.39355], [-2.39151, -3.81206, 1.17864], [-2.73335, -2.99510, 0.78185], [-0.14373, 2.94220, 2.98938], [0.02477, 2.72573, 1.48408], [0.51282, 2.74154, 2.31841]],
  "lowdin_charge": [-0.24, -0.06, -0.38, 0.04, 0.06, 0.04, 0.04, 0.10, 0.12, 0.02, 0.00, 0.00, -0.18, -0.04, -0.04, -0.36, 0.02, -0.02, -0.11]
}